9
Properties=species:S:1:pos:R:3:forces:R:3:nbo_charge:R:1 method="wB97M-V/def2-TZVPD" homo_ev="-3.6990 / -3.1555" max_force_ha_per_bohr=0.1067 charge=-1 e_tot_ha=-3292.2711 lumo_ev="3.04 / 3.05"
C 1.2008 -0.3576 0.0046 1.092 1.636 -0.526 -0.500
C -0.0082 -1.1408 -0.1867 1.334 -0.436 -0.101 0.508
C -0.1480 1.7602 0.3703 -5.168 1.849 0.052 0.293
N -1.0585 -0.3843 -0.4861 1.168 2.329 -0.100 -0.738
O 0.1634 -2.3608 -0.0878 -0.819 -0.964 0.390 -0.711
O -1.0337 2.5337 0.1214 1.671 -0.678 0.499 -0.530
S 1.3757 1.3708 -0.0354 1.642 -1.894 -0.721 0.359
Br -2.6783 -0.6787 0.2089 -1.336 -0.908 0.387 0.126
H 2.1867 -0.7425 0.0908 0.416 -0.934 0.120 0.193